# 1
16
Properties=species:S:1:pos:R:3:mulliken_charge:R:1 method="wB97M-V/def2-TZVPD" gap_ha="0.333 / 0.295" total_charge=0 e_homo_ev="-9.82 / -9.10"
C 1.113 1.538 -0.908 -1.065
C -0.565 -2.205 1.269 -0.988
C 0.182 0.419 -0.537 -0.372
N -1.390 1.674 0.838 0.763
O -2.182 0.941 1.345 -0.436
O -1.215 2.845 0.697 -0.465
Si 0.763 -0.847 0.664 0.737
Cl 1.430 0.210 2.336 -0.287
Cl 2.347 -1.842 -0.259 -0.291
H 2.024 1.357 -0.443 0.284
H 1.372 1.449 -1.923 0.374
H 0.789 2.576 -0.871 0.295
H -1.313 -2.246 0.563 0.358
H 0.034 -3.174 1.291 0.291
H -0.974 -1.868 2.279 0.256
H -0.412 0.171 -1.355 0.546



# 2
12
Properties=species:S:1:pos:R:3:mulliken_charge:R:1 method="wB97M-V/def2-TZVPD" gap_ha=0.324 total_charge=+1 e_homo_ev=-13.40
C 0.216 2.157 -0.611 -0.433
C -0.379 1.003 -0.730 0.339
C 0.560 -0.594 0.803 -0.937
N -0.317 -1.687 0.369 -0.271
Cl -1.648 0.297 -1.494 -0.090
H 0.225 2.888 -1.496 0.255
H 0.845 2.546 0.316 0.242
H 1.391 -0.634 0.183 0.475
H 0.636 -0.265 1.779 0.414
H -1.261 -1.574 0.774 0.323
H -0.054 -2.622 0.708 0.352
H -0.214 -1.514 -0.603 0.332



The calculation returns the following ΔE to the lowest compared entry with this formula, charge and spin values, one per record and in order: 60.82; 97.70 kcal/mol.